<i>
Here is a 2-piece molecular cluster, C3H12NO2S overall from the Open Molecules 2025 dataset. Energies are from ωB97M-V/def2-TZVPD.

XYZ file:
```
19
C3H12NO2S, DFT ωB97M-V/def2-TZVPD
C -0.991 0.819 1.077
O -1.464 1.634 0.084
C 0.486 0.466 0.681
C 0.804 -1.000 0.631
S 2.528 -1.441 0.136
N 0.671 0.998 -0.714
H -1.001 1.292 2.176
H -1.491 -0.174 1.115
H -2.067 2.090 0.584
H 1.317 1.129 1.216
H 0.825 -1.284 1.876
H 0.108 -1.660 0.324
H 2.279 -2.696 -0.391
H 1.735 1.013 -0.760
H 0.374 0.398 -1.391
H 0.197 1.988 -1.079
H -1.441 -1.522 -1.190
H -1.582 -1.229 -2.640
O -1.287 -0.822 -1.733
```

charge	+1
Kohn-Sham gap	9.93	eV
2S+1	1
highest occupied orbital energy	-13.06	eV
lowest unoccupied orbital energy	-3.13	eV

---

<ii>
Here is a 2-piece molecular cluster, C3H12NO2S overall from the Open Molecules 2025 dataset. Energies are from ωB97M-V/def2-TZVPD.

XYZ file:
```
19
C3H12NO2S, DFT ωB97M-V/def2-TZVPD
C -1.066 0.661 -0.668
O -1.807 0.028 0.409
C 0.116 -0.246 -0.787
C 1.099 0.200 -1.908
S 0.592 0.294 -3.669
N 0.818 -0.204 0.715
H -1.741 0.707 -1.507
H -0.914 1.671 -0.265
H -2.755 0.115 0.186
H -0.052 -1.305 -0.955
H 1.564 1.145 -1.515
H 1.792 -0.655 -1.929
H -0.695 -0.118 -3.482
H 1.672 -0.722 0.491
H 1.218 0.737 0.810
H 0.178 -0.461 1.489
H -0.076 -1.384 4.404
H -0.057 0.166 4.346
O 0.112 -0.631 3.835
```

charge	+1
Kohn-Sham gap	9.77	eV
2S+1	1
highest occupied orbital energy	-12.97	eV
lowest unoccupied orbital energy	-3.20	eV

---

Each structure's energy above the most stable one, in eV: <i> 1.272; <ii> 0.000.

---

<i>
Here is a 4-piece molecular cluster, C2H14NO3 overall from the Open Molecules 2025 dataset. Energies are from ωB97M-V/def2-TZVPD.

XYZ file:
```
20
C2H14NO3, DFT ωB97M-V/def2-TZVPD
C 0.497 1.796 0.146
N 1.079 0.486 0.316
C 0.282 -0.044 1.559
H 0.924 2.216 -0.776
H -0.542 1.809 -0.064
H 1.008 2.452 0.857
H 1.999 0.774 0.636
H 1.122 -0.044 -0.568
H -0.145 0.792 2.027
H 1.057 -0.587 2.087
H -0.474 -0.757 1.203
H 2.651 -1.564 -1.458
H 3.014 -0.764 -2.530
O 2.131 -1.040 -2.141
H -1.416 -1.121 -2.425
H -1.924 -0.957 -1.090
O -1.305 -0.436 -1.671
H -3.824 -0.388 1.131
H -3.120 -1.786 1.469
O -3.012 -0.838 1.291
```

charge	+1
Kohn-Sham gap	11.81	eV
2S+1	1
highest occupied orbital energy	-14.94	eV
lowest unoccupied orbital energy	-3.13	eV

---

<ii>
Here is a 4-piece molecular cluster, C2H14NO3 overall from the Open Molecules 2025 dataset. Energies are from ωB97M-V/def2-TZVPD.

XYZ file:
```
20
C2H14NO3, DFT ωB97M-V/def2-TZVPD
C -2.087 0.532 1.917
C -1.948 -0.607 0.915
N -0.723 -0.361 -0.035
H -2.606 0.218 2.819
H -2.399 1.420 1.383
H -1.045 0.741 2.239
H -2.704 -0.940 0.209
H -1.571 -1.479 1.454
H -0.339 -1.272 -0.257
H -1.008 0.142 -0.874
H 0.012 0.170 0.427
H -0.051 -0.747 -3.244
H 1.045 0.014 -3.904
O 0.494 0.050 -3.120
H 3.170 1.572 -0.279
H 2.795 2.155 -1.622
O 2.437 1.594 -0.898
H 2.232 -1.846 1.082
H 2.295 -0.314 1.180
O 2.002 -1.043 0.609
```

charge	+1
Kohn-Sham gap	11.37	eV
2S+1	1
highest occupied orbital energy	-14.53	eV
lowest unoccupied orbital energy	-3.16	eV

---

Each structure's energy above the most stable one, in eV: <i> 0.931; <ii> 0.000.

---

<i>
Here is a 3-piece molecular cluster, C4H14N2Si overall from the Open Molecules 2025 dataset. Energies are from ωB97M-V/def2-TZVPD.

XYZ file:
```
21
C4H14N2Si, DFT ωB97M-V/def2-TZVPD
C -0.846 -0.940 -1.111
C -0.725 -1.185 1.316
C -1.340 1.075 0.562
C -0.568 -0.163 0.212
N 2.429 0.859 -0.892
N 1.719 0.372 1.875
Si 1.335 0.352 0.173
H -0.289 -1.908 -1.368
H -1.896 -1.238 -1.128
H -0.516 -0.303 -1.959
H -0.500 -2.178 0.860
H -1.834 -1.329 1.681
H -0.029 -1.012 2.177
H -1.804 1.626 -0.310
H -2.255 0.835 1.263
H -0.720 1.734 1.226
H 0.895 0.481 -3.209
H 2.398 0.889 -1.940
H 0.929 0.798 2.329
H 2.440 0.951 2.263
H 1.177 0.283 -4.018
```

charge	0
Kohn-Sham gap	9.56	eV
2S+1	1
highest occupied orbital energy	-9.03	eV
lowest unoccupied orbital energy	0.53	eV

---

<ii>
Here is one molecule with the formula C4H14N2Si from the Open Molecules 2025 dataset. Energies are from ωB97M-V/def2-TZVPD.

XYZ file:
```
21
C4H14N2Si, DFT ωB97M-V/def2-TZVPD
C -0.370 0.319 1.924
C 0.865 1.635 0.027
C -1.459 1.091 -0.431
C -0.220 0.600 0.349
N 1.797 -1.741 -0.241
N -0.314 -1.372 -1.997
Si 0.170 -1.205 -0.332
H -0.242 1.164 2.570
H -1.391 -0.075 2.198
H 0.400 -0.409 2.135
H 1.219 1.518 -0.999
H 1.716 1.545 0.891
H 0.586 2.738 0.116
H -1.268 1.021 -1.445
H -2.301 0.444 -0.237
H -1.729 2.099 -0.154
H 2.303 -2.071 0.538
H 2.393 -1.932 -1.026
H -0.590 -2.342 -2.149
H -0.974 -0.734 -2.260
H -0.594 -2.290 0.523
```

charge	0
Kohn-Sham gap	9.81	eV
2S+1	1
highest occupied orbital energy	-8.97	eV
lowest unoccupied orbital energy	0.83	eV
structure (SMILES)	CC(C)(C)[SiH](N)N

---

Each structure's energy above the most stable one, in eV: <i> 2.730; <ii> 0.000.

---

<i>
Here is an isolated ion of composition ClHNO2S2 and charge -1 from the Open Molecules 2025 dataset. Energies are from ωB97M-V/def2-TZVPD.

XYZ file:
```
7
ClHNO2S2, DFT ωB97M-V/def2-TZVPD
N -0.998 1.237 1.142
O 1.022 1.217 -0.367
O -0.844 -0.561 -0.909
S -0.029 -1.588 -0.046
S -0.453 1.331 -0.300
Cl 1.629 -2.178 -1.252
H -0.325 0.542 1.731
```

charge	-1
Kohn-Sham gap (spin up / spin down)	5.52 / 7.68	eV
2S+1	3
highest occupied orbital energy (spin up / spin down)	-1.84 / -5.47	eV
lowest unoccupied orbital energy (spin up / spin down)	3.68 / 2.20	eV

---

<ii>
Here is ClHNO2S2 as an isolated structure from the Open Molecules 2025 dataset. Energies are from ωB97M-V/def2-TZVPD.

XYZ file:
```
7
ClHNO2S2, DFT ωB97M-V/def2-TZVPD
N 0.302 0.349 0.826
O -1.156 -0.537 -0.859
O -1.568 1.726 0.218
S 1.856 0.247 0.741
S -0.525 0.980 -0.473
Cl 2.246 -1.748 -0.373
H -1.154 -1.018 -0.080
```

charge	-1
Kohn-Sham gap (spin up / spin down)	5.80 / 7.17	eV
2S+1	3
highest occupied orbital energy (spin up / spin down)	-2.06 / -4.84	eV
lowest unoccupied orbital energy (spin up / spin down)	3.74 / 2.33	eV

---

Each structure's energy above the most stable one, in eV: <i> 0.852; <ii> 0.000.

---

<i>
Here is C22H25N2O8S2Sr as an isolated structure from the Open Molecules 2025 dataset. Energies are from ωB97M-V/def2-TZVPD.

XYZ file:
```
60
C22H25N2O8S2Sr, DFT ωB97M-V/def2-TZVPD
Sr 0.389 0.597 1.002
O 0.223 2.688 4.936
C 0.037 1.790 4.123
O -0.185 1.919 2.868
C -0.007 0.336 4.650
C -1.135 -0.473 3.993
C -1.466 -1.713 4.830
C -0.248 -2.622 4.524
C 0.560 -1.731 3.574
O -0.494 -1.066 2.836
C 1.231 -0.590 4.352
C 2.420 0.036 3.588
O 3.384 0.417 4.242
O 2.304 0.061 2.311
H -0.160 0.408 5.726
H -1.984 0.122 3.666
H -1.566 -1.469 5.887
H -2.396 -2.171 4.491
H 0.324 -2.889 5.412
H -0.557 -3.539 4.022
H 1.215 -2.245 2.876
H 1.639 -0.957 5.293
O -2.618 -0.113 -4.268
C -2.413 1.211 -4.188
C -2.831 1.996 -5.266
C -2.652 3.365 -5.250
C -2.055 3.987 -4.157
C -1.639 3.212 -3.090
C -1.801 1.827 -3.080
C -1.297 1.073 -1.888
O -0.732 1.702 -0.961
N -1.478 -0.247 -1.948
N -0.986 -0.908 -0.836
C -0.925 -2.169 -0.962
S -1.317 -3.013 -2.467
C -1.013 -4.669 -1.793
C 0.063 -4.557 -0.729
S -0.416 -3.204 0.373
H -2.260 -0.499 -3.420
H -3.295 1.496 -6.106
H -2.984 3.955 -6.096
H -1.918 5.060 -4.140
H -1.175 3.659 -2.221
H -0.696 -5.308 -2.618
H -1.934 -5.067 -1.368
H 1.035 -4.343 -1.175
H 0.135 -5.462 -0.126
C 2.174 2.028 -2.545
C 2.826 2.559 -1.252
C 3.266 1.287 -0.533
O 2.250 0.338 -0.883
C 2.029 0.520 -2.284
H 2.795 2.213 -3.421
H 1.203 2.489 -2.713
H 2.088 3.090 -0.648
H 3.656 3.240 -1.437
H 3.313 1.343 0.554
H 4.234 0.929 -0.903
H 1.048 0.119 -2.528
H 2.791 -0.049 -2.829
```

charge	-1
Kohn-Sham gap	7.47	eV
2S+1	1
highest occupied orbital energy	-5.53	eV
lowest unoccupied orbital energy	1.94	eV

---

<ii>
Here is C22H25N2O8S2Sr as an isolated structure from the Open Molecules 2025 dataset. Energies are from ωB97M-V/def2-TZVPD.

XYZ file:
```
60
C22H25N2O8S2Sr, DFT ωB97M-V/def2-TZVPD
Sr -0.329 0.363 0.393
O -0.139 3.462 3.332
C -0.633 2.653 2.542
O -0.199 2.343 1.399
C -1.838 1.837 3.082
C -1.282 0.528 3.664
C -2.224 -0.029 4.737
C -3.394 -0.529 3.861
C -2.872 -0.217 2.449
O -1.450 -0.418 2.595
C -2.971 1.284 2.167
C -2.949 1.616 0.648
O -3.430 2.693 0.300
O -2.478 0.710 -0.109
H -2.266 2.439 3.884
H -0.229 0.571 3.947
H -2.511 0.732 5.459
H -1.751 -0.854 5.272
H -4.332 -0.013 4.064
H -3.560 -1.599 3.988
H -3.247 -0.853 1.652
H -3.923 1.682 2.526
O 0.358 -1.487 -5.093
C 0.948 -2.480 -4.383
C 1.401 -3.620 -5.043
C 1.971 -4.672 -4.348
C 2.081 -4.600 -2.969
C 1.623 -3.472 -2.313
C 1.071 -2.387 -2.987
C 0.650 -1.204 -2.157
O 0.458 -1.413 -0.917
N 0.583 -0.071 -2.802
N 0.314 1.017 -1.988
C -0.407 1.893 -2.567
S -0.757 3.433 -1.817
C -2.327 3.614 -2.706
C -2.068 3.202 -4.144
S -1.161 1.618 -4.139
H 0.316 -1.751 -6.018
H 1.295 -3.676 -6.122
H 2.317 -5.545 -4.887
H 2.513 -5.419 -2.408
H 1.675 -3.395 -1.235
H -2.642 4.654 -2.633
H -3.064 2.982 -2.210
H -1.478 3.959 -4.663
H -3.002 3.048 -4.685
C 4.418 -0.498 1.354
C 4.031 0.503 2.445
C 2.597 0.098 2.750
O 2.053 -0.241 1.484
C 3.079 -0.824 0.673
H 4.853 -1.397 1.793
H 5.141 -0.087 0.652
H 4.038 1.523 2.058
H 4.682 0.458 3.317
H 1.995 0.907 3.165
H 2.561 -0.772 3.424
H 2.987 -0.396 -0.326
H 2.905 -1.901 0.596
```

charge	-1
Kohn-Sham gap	7.28	eV
2S+1	1
highest occupied orbital energy	-4.75	eV
lowest unoccupied orbital energy	2.53	eV

---

Each structure's energy above the most stable one, in eV: <i> 0.000; <ii> 1.384.

---

<i>
Here is C2H3Br2NO2 as an isolated structure from the Open Molecules 2025 dataset. Energies are from ωB97M-V/def2-TZVPD.

XYZ file:
```
10
C2H3Br2NO2, DFT ωB97M-V/def2-TZVPD
C -0.548 0.551 0.014
C 0.474 -1.588 0.483
N -0.079 2.015 -0.213
O -1.704 0.267 -0.024
O 0.480 -0.174 0.259
Br 1.437 1.961 -1.101
Br -1.379 3.113 -0.809
H 1.331 -2.012 -0.037
H -0.416 -2.049 -0.041
H 0.404 -2.084 1.470
```

charge	0
Kohn-Sham gap	9.20	eV
2S+1	1
highest occupied orbital energy	-9.16	eV
lowest unoccupied orbital energy	0.04	eV

---

<ii>
Here is a 2-piece molecular cluster, C2H3Br2NO2 overall from the Open Molecules 2025 dataset. Energies are from ωB97M-V/def2-TZVPD.

XYZ file:
```
10
C2H3Br2NO2, DFT ωB97M-V/def2-TZVPD
C 1.350 -0.007 0.648
C -0.742 0.032 0.210
N -0.746 0.054 -1.221
O -0.410 1.083 -1.786
O -0.969 -1.026 -1.738
Br -1.441 -1.664 0.940
Br -1.406 1.609 0.915
H 1.633 -1.093 0.240
H 1.621 0.887 0.030
H 1.108 0.125 1.762
```

charge	0
Kohn-Sham gap	9.14	eV
2S+1	1
highest occupied orbital energy	-10.01	eV
lowest unoccupied orbital energy	-0.86	eV

---

Each structure's energy above the most stable one, in eV: <i> 0.000; <ii> 2.934.